The following is a quantum chemistry calculation of an isolated molecule of C4H10N2OS at a distorted geometry, from the OMol25 dataset.

- LUMO (eV) = 0.87
- HOMO energy (eV) = -8.7
- frontier orbital gap (eV) = 9.6
- ΔE to the lowest compared entry with this formula, charge and spin (kcal/mol) = 72.0

Last column: Löwdin charge in e.
Cartesian coordinates (Å):
C  2.463  0.379  -0.797  -0.508
H  -0.682  2.174  -0.122  0.135
H  3.179  1.063  -1.254  0.083
H  1.750  -2.144  0.160  0.048
C  -0.671  1.181  0.344  -0.105
H  -1.835  1.476  2.069  0.108
H  0.227  -1.728  -0.750  0.019
H  1.283  -3.113  -1.266  0.027
S  2.183  -0.979  -1.969  0.792
C  -1.845  0.774  1.242  -0.275
O  1.290  1.131  -0.521  -0.224
N  0.381  0.460  0.310  0.045
C  1.270  -2.095  -0.851  -0.433
H  2.819  -0.072  0.119  0.071
H  -3.903  0.612  1.167  0.073
N  -3.114  0.866  0.576  -0.010
H  -3.165  0.184  -0.156  0.060
H  -1.629  -0.168  1.699  0.095


The following is a quantum chemistry calculation of a cluster of 17 separate species, C25H62F6NO28S2 in total at a distorted geometry, from the OMol25 dataset.

- LUMO (eV) = 1.70
- total charge = -1
- HOMO energy (eV) = -6.9
- frontier orbital gap (eV) = 8.6

Last column: Löwdin charge in e.
Cartesian coordinates (Å):
H  -2.070  -6.469  1.708  0.064
F  -1.779  1.709  -2.316  0.162
C  2.578  -1.319  4.810  -0.001
H  3.105  -0.374  4.959  0.071
H  5.224  -1.713  -2.929  0.143
H  1.636  4.236  -1.680  0.021
H  -2.566  -1.231  -0.208  0.015
H  -0.280  4.424  1.563  0.073
H  -2.786  2.304  1.027  -0.019
H  -1.052  -4.847  4.433  0.075
H  -2.086  3.035  -4.961  0.133
H  0.017  4.499  -6.553  0.085
O  -0.911  0.233  2.673  -0.280
C  3.396  -2.040  3.740  -0.285
H  -3.528  -6.433  0.736  0.080
H  -0.474  2.271  -7.398  0.153
C  4.971  -1.273  -1.960  -0.322
O  -4.009  -0.821  3.376  -0.116
C  3.421  4.210  3.633  -0.098
H  -3.547  -1.637  3.183  0.042
O  -4.774  -0.231  -1.743  -0.082
H  3.749  0.499  -1.741  0.135
H  -1.111  4.287  3.084  0.085
H  1.311  3.124  5.212  0.088
H  3.334  -1.793  -0.632  0.073
H  -0.116  -5.813  6.174  0.064
H  -2.226  -5.110  0.613  0.061
H  -0.943  6.019  -1.798  0.085
F  0.416  -2.824  2.460  0.128
F  -1.795  -0.389  -2.766  0.145
H  3.508  4.286  4.715  0.132
C  -3.786  -0.361  4.698  -0.160
H  1.630  -1.025  4.355  0.069
H  2.128  -5.505  -1.505  0.081
O  -5.588  -1.365  -4.098  -0.132
C  -1.845  2.265  -5.692  -0.103
O  -2.450  2.685  -7.881  0.072
H  -4.068  -0.850  -1.489  -0.031
C  -0.603  -2.301  1.777  -0.635
H  4.182  -0.072  3.008  0.112
H  2.721  -2.667  3.159  0.128
H  4.170  -1.392  1.784  0.132
C  -2.793  -5.796  1.233  -0.140
H  -3.001  5.786  -2.383  0.083
C  -1.282  4.989  -1.928  -0.129
H  -2.467  0.951  0.360  -0.040
H  0.698  -4.923  4.112  0.067
O  5.198  1.928  1.796  0.172
H  -4.957  -0.425  -2.681  -0.015
O  -4.184  1.256  -7.968  0.161
C  -1.315  2.841  -7.006  -0.296
S  0.025  0.327  -0.903  0.589
O  5.678  0.700  -1.116  0.072
C  3.766  -2.130  -1.578  -0.037
H  4.013  -3.184  -1.444  0.083
N  -1.087  -0.077  0.100  -0.313
H  1.547  3.612  2.700  0.124
O  -4.709  3.071  -1.383  -0.071
H  -6.163  -0.967  -4.755  0.086
O  1.219  -0.273  1.588  -0.294
O  0.045  -5.320  -1.379  -0.114
H  -2.981  0.375  4.620  0.064
O  -3.096  -1.996  -0.549  -0.061
H  1.497  -4.051  -2.222  0.070
H  1.395  3.165  -0.609  -0.021
C  -3.301  1.765  -7.359  -0.555
H  -2.505  4.889  1.330  0.096
O  -2.706  5.025  -1.881  -0.130
S  -0.232  -0.422  1.585  0.711
O  4.394  -2.933  4.292  0.069
C  -1.060  3.850  2.079  -0.151
C  1.346  -4.756  -1.399  -0.168
O  0.034  -6.337  5.386  -0.136
H  1.040  1.711  4.236  0.074
H  -3.785  -5.853  2.865  0.070
H  -3.624  -1.306  -4.661  0.065
H  -3.478  -1.183  5.348  0.073
O  0.989  -0.705  -1.212  -0.304
H  -0.765  2.802  2.086  0.069
H  -1.708  4.912  -6.328  0.085
C  4.374  2.555  2.392  -0.559
O  5.598  -1.495  3.145  0.086
H  -4.705  -2.108  -5.823  0.078
O  -2.311  3.957  1.451  -0.116
H  -4.231  -2.960  -4.361  0.078
O  -2.971  1.505  -6.073  0.078
O  6.647  -3.224  4.064  0.143
H  3.109  5.115  3.111  0.135
C  -0.212  -5.512  4.225  -0.133
C  1.793  2.460  4.490  -0.024
H  1.537  -4.156  -0.503  0.069
O  3.090  2.181  2.503  0.078
H  -2.448  -2.533  -1.013  0.032
H  -0.793  4.345  -1.200  0.061
F  -0.209  0.860  -3.554  0.107
C  2.355  3.161  3.273  -0.278
O  1.781  4.053  -0.748  -0.081
H  -0.553  -4.604  -1.612  0.062
H  4.964  0.579  -3.064  0.133
C  4.760  0.225  -2.053  -0.091
C  4.247  -1.144  2.843  -0.061
H  -5.313  3.377  -2.068  0.020
H  -4.675  0.133  5.088  0.072
H  2.366  -1.840  5.739  0.087
O  7.231  -0.051  0.316  0.170
F  -1.685  -2.462  2.507  0.156
H  2.559  1.944  5.073  0.083
H  -1.048  1.607  -5.361  0.115
C  6.373  -0.246  -0.485  -0.560
O  0.555  1.642  -0.620  -0.310
C  5.652  -2.592  3.861  -0.579
F  -0.747  -2.878  0.587  0.129
H  -1.019  4.696  -7.940  0.084
H  -1.000  4.602  -2.914  0.069
O  -3.185  1.609  0.490  -0.073
O  -3.440  -5.139  2.323  -0.133
C  -4.474  -1.979  -4.765  -0.119
H  2.994  -2.091  -2.345  0.076
C  -1.020  0.647  -2.500  -0.634
H  -3.997  3.729  -1.372  -0.017
H  -0.445  -6.112  3.351  0.067
C  -0.998  4.329  -6.912  -0.025
O  4.590  3.686  3.077  0.082
O  6.117  -1.417  -1.130  0.088


The following is a quantum chemistry calculation of the ion C9H17N2O with charge +1 at a distorted geometry, from the OMol25 dataset.

- LUMO (spin up / spin down) (eV) = -3.76 / -3.76
- total charge = +1
- HOMO energy (spin up / spin down) (eV) = -12.0 / -12.0
- frontier orbital gap (spin up / spin down) (eV) = 8.3 / 8.3
- ΔE to the lowest compared entry with this formula, charge and spin (kcal/mol) = 94.4

Last column: Löwdin charge in e.
Cartesian coordinates (Å):
C  -2.767  0.431  0.744  -0.098
H  3.756  1.917  0.197  0.130
H  -3.924  -1.007  -1.067  0.077
H  -0.868  -2.223  0.523  0.113
H  -3.123  -1.545  1.559  0.164
H  -1.010  2.702  0.327  0.099
C  -0.827  -0.162  -0.349  -0.237
N  2.890  -0.104  0.071  -0.196
C  -1.436  -1.503  -0.048  -0.044
H  3.396  1.116  -1.443  0.134
N  -1.677  0.875  -0.146  -0.164
H  3.975  -1.405  -1.219  0.119
H  4.284  -1.398  0.614  0.114
H  4.733  0.595  -0.473  0.073
C  3.528  -1.448  -0.193  0.038
C  -1.566  2.300  -0.535  0.016
C  3.744  0.948  -0.373  -0.035
H  -1.029  2.312  -1.386  0.045
H  0.129  0.019  1.799  0.065
H  -2.557  2.841  -0.603  0.124
O  -3.958  -1.456  -0.245  -0.004
H  -1.543  -1.982  -1.081  0.149
C  -2.869  -1.069  0.573  -0.304
H  -2.513  0.672  1.784  0.133
C  0.535  0.068  0.879  0.094
H  -3.723  0.850  0.596  0.120
C  1.813  0.042  0.733  -0.006
H  -0.116  -0.205  -1.260  0.168
H  2.722  -2.182  0.024  0.112


The following is a quantum chemistry calculation of a cluster of 2 separate species, C3H9NO2S in total at a distorted geometry, from the OMol25 dataset.

- LUMO (spin up / spin down) (eV) = 2.99 / 0.79
- multiplicity = 2
- total charge = -1
- HOMO energy (spin up / spin down) (eV) = -3.0 / -3.0
- frontier orbital gap (spin up / spin down) (eV) = 6.0 / 3.8
- ΔE to the lowest compared entry with this formula, charge and spin (kcal/mol) = 39.5

Last column: Löwdin charge in e.
Cartesian coordinates (Å):
H  -0.828  -0.576  1.154  0.076
C  -0.531  0.451  0.783  -0.555
N  0.075  0.081  -0.578  -0.093
C  0.003  -1.119  -1.354  -0.372
O  -1.008  3.791  2.139  -0.127
H  1.155  -2.446  -0.172  0.067
H  -1.025  3.603  3.086  0.012
H  0.727  0.820  -0.801  0.085
H  2.085  -1.477  -1.441  0.064
H  -0.889  -1.684  -1.059  0.099
C  1.195  -2.081  -1.205  -0.649
H  -0.768  2.862  1.884  -0.004
H  -1.505  0.927  0.549  0.073
O  0.210  1.096  1.668  -0.311
H  -0.148  -0.722  -2.366  0.094
S  1.251  -3.526  -2.289  0.541


Number 1: total energy -20170.79907 eV. Number 2: total energy -123724.08176 eV. Number 3: total energy -14625.77770 eV. Number 4: total energy -19675.66226 eV.